Entry 1:
120
Properties=species:S:1:pos:R:3:forces:R:3 method="wB97M-V/def2-TZVPD" e_homo_ev=-8.90 orbital_gap_ev=7.57 e_lumo_ev=-1.33 smiles="O=C1NC(=O)c2c(I)cc(CP(=O)(O)O)cc21.Fc1ccccc1.Fc1ccccc1.Fc1ccccc1.Fc1ccccc1.Fc1ccccc1.Fc1ccccc1.Fc1ccccc1.Fc1ccccc1" charge=0
O -0.7924 -0.9547 -0.6567 -1.03 2.85 -3.37
C -1.1575 -0.2371 -1.6034 -1.40 -0.07 0.18
N -0.4173 0.8274 -2.3262 0.05 0.24 -0.25
C -1.0111 1.2003 -3.6348 -1.47 0.67 -2.13
O -0.4863 1.7883 -4.6039 -1.21 -1.96 4.16
C -2.5280 0.7235 -3.5918 -1.18 -1.53 1.63
C -3.7356 1.0335 -4.5027 -0.52 -2.45 3.03
I -3.5483 2.3573 -6.2009 -0.20 -1.03 1.26
C -5.1054 0.3832 -4.1387 3.78 -0.65 2.50
C -5.1389 -0.5252 -2.8635 1.35 1.17 -1.13
C -6.5954 -1.1375 -2.4978 1.20 -0.04 0.43
P -7.5069 0.2950 -1.5989 2.24 4.83 0.95
O -6.5745 1.5374 -1.5868 -2.33 -3.37 0.01
O -7.8182 -0.0692 0.0275 -0.09 0.39 -2.57
O -8.9005 0.7848 -2.4750 2.08 -2.44 0.67
C -3.9268 -0.8222 -1.9599 0.45 2.00 -2.92
C -2.5737 -0.1785 -2.3263 -3.68 0.13 -2.24
H -0.3189 1.7107 -1.7880 0.56 -1.07 -0.19
H -6.0654 0.5624 -4.7420 1.82 -0.20 1.01
H -6.3806 -2.0174 -1.7829 -0.83 1.31 -1.16
H -7.1646 -1.4681 -3.4375 0.90 0.37 1.46
H -7.5645 0.7367 0.5508 -0.26 -0.66 -0.80
H -8.7529 0.4092 -3.3818 -0.48 0.55 0.96
H -4.0451 -1.4947 -1.0527 0.18 1.03 -1.35
F -8.1468 2.2841 2.0726 0.00 -0.08 -0.33
C -7.4417 2.0219 3.1899 0.60 -0.19 0.99
C -6.3682 2.8325 3.5224 -0.01 0.18 -0.19
C -5.6432 2.5646 4.6787 -0.23 -0.27 0.01
C -5.9937 1.4828 5.4830 0.03 0.02 0.01
C -7.0710 0.6728 5.1359 0.16 0.25 -0.10
C -7.8033 0.9467 3.9855 -0.20 -0.09 -0.16
H -6.1054 3.6647 2.8796 -0.05 -0.05 0.01
H -4.8058 3.1971 4.9527 -0.09 -0.05 -0.07
H -5.4247 1.2719 6.3827 -0.07 0.02 -0.10
H -7.3403 -0.1717 5.7611 -0.01 0.09 -0.09
H -8.6506 0.3320 3.7043 0.04 0.05 -0.02
F 0.3825 2.1834 4.1486 -0.10 0.12 0.09
C 1.1741 1.3144 3.4989 0.48 -0.54 -0.41
C 2.5030 1.1930 3.8732 0.03 0.13 0.16
C 3.3222 0.2897 3.2040 -0.26 -0.05 -0.16
C 2.8051 -0.4747 2.1606 0.05 -0.01 0.04
C 1.4699 -0.3412 1.7897 0.20 0.03 0.16
C 0.6477 0.5544 2.4660 -0.15 0.07 -0.01
H 2.8899 1.8021 4.6819 -0.07 -0.03 -0.02
H 4.3620 0.1816 3.4943 -0.10 0.04 0.00
H 3.4461 -1.1763 1.6358 -0.06 0.09 0.03
H 1.0698 -0.9339 0.9743 -0.02 0.11 0.10
H -0.3963 0.6650 2.1964 0.04 0.01 0.03
F 5.6423 -0.9134 5.6727 0.15 0.05 -0.12
C 4.8593 -0.6236 6.7252 -0.57 0.21 0.75
C 4.6478 0.7017 7.0725 0.10 0.09 -0.16
C 3.8324 1.0020 8.1586 -0.01 -0.34 0.00
C 3.2464 -0.0266 8.8919 -0.02 0.04 0.03
C 3.4697 -1.3537 8.5373 0.08 0.29 -0.11
C 4.2760 -1.6545 7.4446 0.08 -0.17 -0.11
H 5.1187 1.4891 6.4952 0.00 -0.07 0.00
H 3.6542 2.0359 8.4339 0.05 -0.10 -0.05
H 2.6138 0.2085 9.7419 0.07 -0.03 -0.10
H 3.0157 -2.1539 9.1119 0.05 0.06 -0.09
H 4.4536 -2.6820 7.1491 0.02 0.06 -0.02
F -14.0465 5.2734 2.5261 -0.10 0.10 0.08
C -13.2487 4.4129 1.8739 0.48 -0.50 -0.38
C -11.9186 4.3009 2.2475 0.00 0.09 0.12
C -11.0930 3.4056 1.5750 -0.26 0.00 -0.13
C -11.6048 2.6405 0.5294 0.05 -0.04 0.00
C -12.9409 2.7652 0.1598 0.20 0.12 0.22
C -13.7696 3.6523 0.8392 -0.18 0.05 -0.02
H -11.5364 4.9106 3.0580 -0.06 -0.02 -0.03
H -10.0526 3.3042 1.8639 -0.23 0.08 -0.05
H -10.9589 1.9453 0.0021 -0.06 0.08 0.04
H -13.3369 2.1717 -0.6573 0.01 0.07 0.10
H -14.8144 3.7559 0.5707 0.05 0.04 0.04
F -1.2390 0.8846 -9.1045 -0.19 -0.04 -0.05
C 0.0426 1.1836 -8.8321 0.87 0.21 0.19
C 0.3503 1.8550 -7.6593 -0.25 0.06 0.05
C 1.6771 2.1599 -7.3751 0.04 -0.16 -0.33
C 2.6800 1.7994 -8.2719 0.07 0.03 0.04
C 2.3588 1.1296 -9.4491 -0.16 0.10 0.25
C 1.0330 0.8146 -9.7290 -0.10 -0.10 -0.15
H -0.4436 2.1349 -6.9769 0.08 -0.08 -0.06
H 1.9295 2.6782 -6.4564 -0.09 -0.06 -0.07
H 3.7148 2.0418 -8.0509 -0.10 -0.03 -0.02
H 3.1407 0.8530 -10.1484 -0.10 0.00 0.06
H 0.7653 0.2857 -10.6363 -0.03 0.04 0.05
F 5.7715 -7.1882 1.8742 0.01 -0.12 -0.06
C 5.7295 -5.9839 2.4651 -0.03 0.69 0.31
C 6.8545 -5.5076 3.1202 0.16 -0.12 0.00
C 6.8126 -4.2568 3.7286 -0.36 -0.08 -0.09
C 5.6431 -3.5020 3.6838 0.02 0.10 0.03
C 4.5179 -3.9929 3.0271 0.30 -0.12 0.03
C 4.5624 -5.2386 2.4093 -0.12 -0.10 -0.09
H 7.7531 -6.1129 3.1513 -0.07 0.00 -0.03
H 7.6896 -3.8707 4.2373 -0.07 -0.06 -0.05
H 5.6099 -2.5295 4.1616 0.00 -0.15 -0.09
H 3.6063 -3.4052 2.9967 0.08 -0.07 -0.01
H 3.6990 -5.6325 1.8862 0.07 -0.02 0.03
F 6.0834 1.6190 -6.8488 0.01 0.18 -0.06
C 5.9662 0.3259 -6.5046 -0.08 -0.83 0.23
C 6.3959 -0.6547 -7.3849 0.07 0.10 -0.16
C 6.2790 -1.9937 -7.0263 -0.15 0.16 0.28
C 5.7239 -2.3370 -5.7960 0.01 -0.05 -0.03
C 5.2912 -1.3440 -4.9222 0.13 -0.01 -0.26
C 5.4178 -0.0047 -5.2755 -0.04 0.18 0.07
H 6.8177 -0.3688 -8.3414 -0.02 0.03 0.07
H 6.6193 -2.7687 -7.7045 -0.04 0.11 0.04
H 5.6291 -3.3820 -5.5189 0.01 0.12 -0.02
H 4.8553 -1.6130 -3.9660 0.06 0.07 -0.08
H 5.0942 0.7817 -4.6037 0.01 -0.02 -0.07
F 6.9013 -1.9823 -0.5478 -0.14 -0.02 -0.07
C 8.0821 -1.7933 0.0617 0.71 0.12 0.37
C 8.8709 -0.7133 -0.3026 -0.09 0.11 -0.13
C 10.0924 -0.5147 0.3328 -0.11 -0.30 0.15
C 10.5158 -1.4044 1.3175 0.05 0.04 0.01
C 9.7172 -2.4882 1.6713 -0.04 0.26 -0.21
C 8.4909 -2.6810 1.0442 -0.15 -0.16 -0.03
H 8.5286 -0.0363 -1.0767 -0.02 -0.05 0.04
H 10.7142 0.3315 0.0610 -0.08 -0.08 -0.01
H 11.4710 -1.2511 1.8095 -0.10 -0.02 -0.05
H 10.0500 -3.1828 2.4355 -0.07 0.05 -0.07
H 7.8526 -3.5143 1.3133 0.00 0.06 -0.06

Entry 2:
118
Properties=species:S:1:pos:R:3:forces:R:3 method="wB97M-V/def2-TZVPD" e_homo_ev="-0.53 / -0.55" multiplicity=3 orbital_gap_ev="3.72 / 3.70" e_lumo_ev="3.19 / 3.15" charge=-2
Mo 0.1224 0.4997 0.0445 2.11 -1.19 4.72
O 1.2782 2.0082 1.8302 -0.46 1.51 -0.54
C 0.8738 3.2364 2.5073 -0.05 -0.57 -1.08
C -0.0364 3.8620 1.4408 -0.37 0.04 -1.45
C -1.3882 3.2035 1.2687 -0.34 -1.30 -0.82
C -2.5166 4.0030 1.2713 -0.36 0.19 0.49
C -3.7914 3.4396 1.3120 0.70 -0.66 -0.43
C -3.8891 2.0650 1.1034 -0.93 0.40 0.45
C -2.7591 1.2700 0.8836 0.92 1.68 -0.49
C -2.9200 -0.1013 0.2985 -1.47 1.17 -0.46
C -2.1360 -1.2678 0.8464 -0.22 -0.99 -0.90
O -0.7103 -1.0885 0.7013 -0.57 1.04 -0.43
C -2.5310 -2.5109 0.0287 0.35 0.34 0.39
C -2.1899 -2.7093 -1.4486 0.17 1.29 -0.27
C -2.6668 -4.0052 -1.9967 -0.94 -1.56 0.17
C -3.4148 -4.8965 -1.2589 0.67 0.52 -1.26
C -3.7749 -4.6136 0.0593 -0.57 0.63 0.60
C -3.3877 -3.3709 0.6203 -0.51 -1.91 0.15
C -2.4745 -1.4026 2.3296 -0.23 -0.22 0.87
C -3.6931 -0.9569 2.9251 0.40 -0.34 -1.12
C -3.9006 -1.0726 4.2915 0.04 0.16 0.40
C -2.9435 -1.6460 5.1173 0.66 -0.31 -1.01
C -1.7747 -2.1619 4.5222 -0.87 0.38 0.46
C -1.5487 -2.0562 3.1603 0.18 0.33 -0.27
N -1.5119 1.8600 0.9538 -0.85 -0.14 0.26
C 0.1675 3.1281 3.8327 -1.06 0.40 1.61
C 0.2200 4.2896 4.6677 0.29 -1.30 -0.53
C -0.3004 4.2647 5.9504 -0.87 -0.29 0.07
C -1.0340 3.1546 6.4109 1.18 0.33 -0.80
C -1.1728 2.0530 5.5724 -0.49 0.44 0.65
C -0.6438 2.0494 4.2945 0.57 0.54 -1.33
C 2.2011 3.9609 2.5843 0.42 0.86 0.04
C 2.5692 4.9483 1.6384 0.41 -0.58 0.69
C 3.8872 5.4176 1.6088 -0.92 0.50 -0.03
C 4.7822 5.0472 2.5977 0.12 -0.43 0.18
C 4.4201 4.1054 3.5735 -0.62 0.05 -0.08
C 3.1266 3.5550 3.5607 0.59 0.19 0.06
H 0.4525 3.7600 0.4338 -0.09 0.16 0.94
H -0.2367 4.9383 1.6018 0.25 -0.52 0.19
H -2.3828 5.0764 1.2243 -0.03 0.02 0.49
H -4.6751 4.0541 1.4841 0.20 -0.16 -0.27
H -4.9054 1.6462 1.0592 0.67 -0.13 0.07
H -2.7594 0.0416 -0.7853 0.16 -0.34 0.41
H -4.0156 -0.3207 0.3573 0.91 -0.11 0.04
H -2.7222 -1.9267 -2.0259 -0.18 0.58 -0.17
H -2.3683 -4.2457 -3.0292 -0.34 0.18 0.49
H -3.7625 -5.8261 -1.7355 0.27 0.33 0.21
H -4.3562 -5.3106 0.6261 -0.35 -0.20 0.29
H -3.7980 -3.1477 1.6038 0.30 -0.16 -0.03
H -4.5420 -0.6316 2.2857 0.87 0.01 0.56
H -4.8027 -0.6830 4.7575 -0.06 -0.12 -0.27
H -3.1267 -1.7397 6.1739 0.08 0.00 0.23
H -1.0486 -2.6469 5.1440 0.31 -0.22 0.21
H -0.6244 -2.4791 2.7380 -0.57 0.35 0.05
H 0.6972 5.1815 4.2709 0.16 -0.13 0.25
H -0.2040 5.1285 6.5954 0.01 0.10 -0.06
H -1.4409 3.1708 7.4043 -0.15 -0.12 0.26
H -1.7502 1.2105 5.9343 -0.03 -0.08 -0.27
H -0.9552 1.2512 3.6068 0.57 0.14 0.37
H 1.8692 5.3978 0.9370 0.08 -0.51 0.06
H 4.1169 6.1556 0.8247 0.22 -0.39 0.56
H 5.7604 5.5020 2.6047 0.22 -0.10 0.05
H 5.1111 3.8027 4.3709 -0.21 0.21 -0.47
H 2.8600 2.8241 4.3517 0.03 0.49 -0.77
O 0.3068 3.8806 -2.2763 -0.12 -0.92 0.19
C 0.2519 2.6574 -2.1874 0.19 0.45 -0.95
O 0.6377 1.9855 -1.1454 0.31 0.67 -0.43
C -0.2577 1.7918 -3.3766 0.08 0.33 0.01
P -1.2459 0.3665 -2.6790 0.00 -0.79 0.20
C -0.4491 -1.2949 -2.8425 1.30 0.86 -0.94
C -0.7057 -2.4761 -1.8754 0.99 0.34 0.42
C -0.0049 -3.7050 -2.3930 1.17 -0.35 -0.83
C 1.1702 -3.6075 -3.0473 -0.69 -0.15 0.59
C 1.7612 -2.2608 -3.3940 0.38 -0.23 -0.16
C 0.6726 -1.2561 -3.6285 -1.35 -1.22 1.07
C -2.7175 0.4063 -3.7755 0.00 0.46 0.26
C -2.8281 -0.4127 -4.9032 0.11 0.28 0.56
C -4.0399 -0.4541 -5.5851 -0.38 -0.48 -0.58
C -5.1343 0.2919 -5.1496 0.20 0.65 0.89
C -4.9620 1.2134 -4.0829 -0.17 -0.14 -0.68
C -3.7466 1.3046 -3.4149 0.11 -0.79 -0.58
H 0.5867 1.4767 -4.0315 -0.50 0.34 0.54
H -0.9368 2.4561 -3.9583 0.45 -0.64 0.25
H -0.1214 -2.3185 -0.9482 -0.31 0.28 -0.30
H -0.4604 -4.6797 -2.1657 0.41 0.57 0.04
H 1.7565 -4.5018 -3.2974 -0.31 0.41 -0.01
H 2.3681 -2.3199 -4.2959 0.03 -0.35 -0.06
H 0.7325 -0.5359 -4.4403 0.42 0.15 0.33
H -1.9474 -1.0000 -5.1968 -0.59 0.05 0.08
H -4.1423 -1.1137 -6.4634 0.03 0.35 0.54
H -6.1386 0.1860 -5.5757 0.57 0.03 -0.10
H -5.7872 1.8827 -3.8265 0.21 -0.27 0.04
H -3.5609 2.0326 -2.6224 -0.24 -0.25 -0.08
C 1.3483 0.6764 2.2054 -0.58 -0.85 -0.75
H 2.4021 0.3527 2.2259 -0.38 -0.02 -0.47
H 0.9142 0.3997 3.1730 -0.41 0.15 -0.34
O 5.7987 -1.8832 -6.1146 -0.96 0.17 -0.07
S 6.5750 -2.8592 -5.4008 1.13 -0.86 2.85
O 7.8116 -2.2738 -4.8588 0.66 -0.19 -1.66
O 6.5145 -4.2159 -5.9271 0.80 0.29 -1.47
C 6.1142 -3.4006 -3.7264 -1.02 -0.70 0.04
N 6.9544 -4.2745 -3.1591 0.64 0.41 -1.26
C 6.6907 -4.6719 -1.9424 0.25 0.15 0.52
C 5.6205 -4.1795 -1.2079 -0.22 -0.16 -0.03
C 4.7444 -3.3416 -1.9129 0.27 0.24 0.96
N 4.9890 -3.0396 -3.1781 -0.49 0.88 -0.84
C 3.6237 -2.6143 -1.3386 -0.60 0.48 -0.40
C 2.8390 -1.6885 -2.2962 1.66 0.05 -1.23
C 2.3252 -0.5419 -1.5605 -0.34 -0.52 0.89
N 1.9560 -0.6568 -0.2941 -0.48 0.54 0.22
C 2.4534 -1.6464 0.5272 -0.83 0.53 -0.36
C 3.4199 -2.5035 0.0041 -0.21 -0.07 -0.04
H 7.4724 -5.3480 -1.5790 -0.57 -0.03 0.49
H 5.4556 -4.4129 -0.1637 0.07 -0.13 -0.09
H 3.6327 -1.2835 -2.9847 -0.75 -0.40 0.43
H 2.2051 0.3939 -2.1016 -0.24 0.00 0.48
H 2.0746 -1.7558 1.5443 0.07 0.37 -0.46
H 4.0783 -2.9712 0.7273 -0.13 -0.46 -0.12

E_tot
In order: -110725.23049, -102138.70905
Unit: eV
ΔE to the lowest compared entry with this formula, charge and spin
In order: 0.00, 484.80
Unit: kJ/mol
Molar mass
In order: 1135.87, 1059.01
Unit: g mol⁻¹